ORCA calculation (ωB97M-V/def2-TZVPD) on the molecule C4H10N2OS at a distorted geometry.

Values from the calculation:
Net charge: 0
ΔE to the lowest compared entry with this formula, charge and spin: 398.2 kJ/mol
Structure (SMILES): C[C@H](S)CNNC=O
Strongest force on any atom: 5.83 eV Å⁻¹
E_HOMO: -8.92 eV

Atoms and positions in Å:
C -2.45511 -0.40658 0.19018
C -1.10036 -0.24465 -0.30745
S 0.27065 -1.63032 0.12731
C -0.40867 1.07000 0.15026
N 0.96136 1.21528 -0.28880
N 2.18386 0.71668 0.38608
C 2.72404 -0.41093 -0.30512
O 3.70532 -0.86666 0.13129
H -2.89367 -1.37180 -0.28440
H -3.04722 0.31157 -0.13379
H -2.36098 -0.34686 1.21891
H -0.79929 -0.28114 -1.44690
H -0.35004 -2.83553 -0.13705
H -0.97105 1.88587 -0.27311
H -0.53375 1.25521 1.20066
H 1.05282 2.29241 -0.43606
H 1.93625 0.51035 1.43778
H 2.08587 -0.86291 -1.22979

***

ORCA calculation (ωB97M-V/def2-TZVPD) on the molecule C6H10S2 at a distorted geometry.

Values from the calculation:
Net charge: 0
ΔE to the lowest compared entry with this formula, charge and spin: 69.5 kJ/mol
Structure (SMILES): C[C@H]1CCSC(=S)C1
Strongest force on any atom: 3.29 eV Å⁻¹
E_HOMO: -8.56 eV

Atoms and positions in Å:
C -1.59463 -1.25970 -0.10178
C -0.25646 -0.56243 -0.43139
C -0.56158 0.92372 -0.68370
C 0.26400 1.79456 0.20260
S 2.00302 1.61828 -0.11011
C 2.10186 -0.12374 0.10855
S 3.39752 -0.94524 -0.30004
C 0.83301 -0.67727 0.66652
H -1.43457 -2.26822 0.11597
H -2.03809 -0.77098 0.77117
H -2.40492 -1.35237 -0.83821
H 0.25986 -1.02011 -1.28663
H -0.35702 1.27439 -1.80442
H -1.56854 1.15927 -0.39762
H -0.08924 1.54049 1.21888
H -0.07952 2.80906 0.32868
H 0.60072 -0.40031 1.70347
H 0.92458 -1.73940 0.83807

***

ORCA calculation (ωB97M-V/def2-TZVPD) on a structure of composition C3H5O3Tl at a distorted geometry.

Values from the calculation:
Net charge: 0
ΔE to the lowest compared entry with this formula, charge and spin: 265.5 kJ/mol
Strongest force on any atom: 2.17 eV Å⁻¹
E_HOMO: -7.97 eV

Atoms and positions in Å:
H 1.88242 2.47385 -1.49698
C 1.63061 1.40676 -1.55447
O 1.34693 0.94136 -0.26472
H 0.77532 1.32978 -2.24740
H 2.61959 0.90838 -1.75678
C 0.97352 -0.46720 -0.33172
O -0.09416 -0.78533 0.41251
Tl -2.00959 -0.91276 1.68855
H 1.90984 -0.96156 0.00623
H 0.83847 -0.75657 -1.40353
C -4.47451 -1.47711 3.17448
O -5.39846 -1.69960 3.77383

***

ORCA calculation (ωB97M-V/def2-TZVPD) on a structure of composition H15LiO8 at a distorted geometry.

Values from the calculation:
Net charge: 0
ΔE to the lowest compared entry with this formula, charge and spin: 106.8 kJ/mol
Strongest force on any atom: 10.89 eV Å⁻¹
E_HOMO: -10.26 eV

Atoms and positions in Å:
Li -0.02258 -0.73012 -0.61200
O -0.65458 0.58588 0.64800
H -1.18758 1.09688 1.25900
O -2.62158 0.72588 -1.19600
H -2.53058 1.71488 -1.43400
H -2.01158 0.64288 -0.32300
O 1.63742 0.94088 1.92000
H 0.66742 0.78488 1.49500
H 1.62342 1.75688 2.09800
O 0.52342 2.61388 -0.77000
H -0.01558 1.87688 -0.36100
H 0.94442 3.23388 -0.22100
O 1.29342 0.29588 -1.91600
H 1.38542 1.06088 -1.39700
H 1.18042 0.30588 -2.88200
O -1.15458 -1.26112 2.53700
H -1.09558 -0.72012 1.78000
H -0.58058 -0.62712 3.11500
O -1.04458 -2.25612 -1.53600
H -1.41758 -2.25012 -2.43200
H -0.24558 -2.77512 -1.71700
O 1.48742 -2.16712 0.20000
H 1.44442 -2.70912 1.11000
H 2.39542 -2.14012 0.63500

***

ORCA calculation (ωB97M-V/def2-TZVPD) on a structure of composition C23H42BaMnN5O at a distorted geometry.

Values from the calculation:
Net charge: +3
<S²>: 8.76
Strongest force on any atom: 5.71 eV Å⁻¹
E_HOMO (spin up / spin down): -16.36 / -16.36 eV
Spin multiplicity: 6

Atoms and positions in Å:
Ba 20.14392 18.78142 21.28433
Mn 17.00650 15.76608 21.55914
C 20.04154 14.09576 20.03270
C 20.08155 15.08402 21.20585
C 21.47237 15.62941 21.46455
O 19.09868 16.10494 21.17226
H 19.07699 13.80937 19.61351
H 20.39016 13.11221 20.34767
H 20.67624 14.55237 19.27324
H 19.90920 14.49868 22.10906
H 21.77878 16.22090 20.60179
H 22.25989 14.88364 21.57291
H 21.63271 16.18768 22.38689
C 24.81966 12.09716 16.27231
C 24.39999 10.82402 17.04398
C 23.04656 10.93292 17.74656
C 23.06171 11.93962 18.75787
N 23.11519 12.79222 19.58344
H 24.12854 12.29513 15.45301
H 25.68867 11.60805 15.83221
H 24.94712 13.01093 16.85272
H 25.08977 10.73282 17.88301
H 24.40022 9.88067 16.49791
H 22.88887 9.98564 18.26220
H 22.21932 11.10139 17.05708
C 18.89729 13.53252 26.04129
C 20.08956 12.61691 25.66567
C 21.17370 13.20334 24.69251
C 21.83089 14.44178 25.27490
N 22.31303 15.41721 25.76219
H 19.15019 14.45301 26.56745
H 18.19994 13.06270 26.73489
H 18.41708 13.65540 25.07052
H 19.61239 11.71493 25.28245
H 20.58738 12.44275 26.61958
H 20.84346 13.40142 23.67280
H 21.99649 12.49164 24.62453
C 19.83272 10.35180 20.55548
C 18.98924 10.34790 21.74654
C 18.94472 8.92172 22.46567
C 18.26964 7.85783 21.61691
N 17.74521 7.02415 20.93067
H 20.89072 10.37429 20.81667
H 19.61360 11.04193 19.74074
H 19.64846 9.36623 20.12792
H 17.96597 10.61327 21.48084
H 19.19319 11.10646 22.50225
H 18.41496 8.87027 23.41688
H 19.97080 8.63664 22.69803
C 25.54669 15.43014 20.80653
C 25.40526 16.07979 19.31862
C 24.03534 16.68415 18.85866
C 23.46108 17.79895 19.72147
N 22.93341 18.63652 20.33455
H 26.59518 15.13655 20.85726
H 24.97881 14.50318 20.88614
H 25.31175 16.07885 21.65038
H 25.66826 15.35934 18.54411
H 26.10826 16.90796 19.40823
H 23.30969 15.87223 18.81062
H 24.17761 17.09343 17.85849
C 21.92058 21.52728 25.98188
C 21.28271 20.42429 26.78664
C 21.82835 19.05127 26.36985
C 21.68064 18.73572 24.89495
N 21.54353 18.58654 23.72544
H 21.31940 22.43635 25.96534
H 21.97543 21.16211 24.95633
H 22.94310 21.76970 26.27134
H 20.20074 20.48799 26.67096
H 21.53305 20.65248 27.82267
H 21.31922 18.19703 26.81611
H 22.85956 18.93836 26.70445

***

ORCA calculation (ωB97M-V/def2-TZVPD) on a cluster of 3 separate species, C3H5NO2 in total at a distorted geometry.

Values from the calculation:
Net charge: 0
ΔE to the lowest compared entry with this formula, charge and spin: 382.2 kJ/mol
Strongest force on any atom: 1.16 eV Å⁻¹
E_HOMO: -10.02 eV

Atoms and positions in Å:
N 2.65725 1.11938 0.01589
C 1.59195 0.86622 -0.40337
O -1.04145 1.97780 0.76934
C -1.60547 0.99281 0.37223
C -0.35743 -1.81247 -0.37220
O 0.81785 -2.04629 -0.46448
H 3.57677 1.28634 0.36931
H -1.82566 0.82391 -0.70009
H -1.94252 0.19275 1.06364
H -0.90862 -1.93683 0.58198
H -0.96266 -1.46362 -1.23226